Entry from the Open Molecules 2025 dataset: a structure of composition C19H24BCoN10 (the ωB97M-V functional and the def2-TZVPD basis).

The geometry in XYZ format:
```
55
Properties=species:S:1:pos:R:3:forces:R:3
Co -0.7682 -0.8733 -1.1153 0.32 0.14 0.66
C -2.2249 1.6884 -3.2412 -0.05 -0.15 0.06
C -1.3612 2.0039 -2.0774 0.00 0.37 0.14
C -1.1011 3.2640 -1.5327 0.03 -0.40 0.05
C -0.2550 3.0365 -0.4705 -0.20 -0.12 -0.21
N -0.0048 1.7205 -0.3815 0.22 0.47 0.13
N -0.6941 1.0880 -1.3681 -0.08 -0.25 0.00
B 0.9190 0.8782 0.5276 0.57 0.21 0.64
N 1.7150 -0.0585 -0.4106 0.40 0.25 -0.04
C 3.0231 -0.2750 -0.5908 -0.42 -0.06 -0.08
C 3.1744 -1.2720 -1.5399 -0.60 -0.11 -0.21
C 1.8834 -1.6361 -1.9121 0.69 -0.35 -0.26
C 1.4279 -2.6472 -2.8988 -0.13 -0.01 0.00
N 1.0218 -0.8845 -1.2083 0.69 0.23 -0.14
N 0.0327 -0.0842 1.3660 0.19 0.30 0.49
C -0.1151 -0.1910 2.6940 -0.02 0.00 -0.41
C -0.8150 -1.3473 2.9649 -0.26 -0.21 -0.47
C -1.0748 -1.9310 1.7249 -0.22 -0.12 0.68
C -1.7645 -3.2052 1.4286 -0.02 -0.08 -0.16
N -0.5575 -1.1465 0.7748 -0.41 0.03 -0.58
N 1.8894 1.5777 1.4430 -0.70 0.78 -0.66
C 2.2529 2.8702 1.6732 0.08 0.20 0.13
C 3.2186 2.8711 2.6389 -0.02 -0.61 -0.04
C 3.4301 1.4961 2.9555 -0.99 1.00 -1.08
C 4.3996 0.9325 3.9005 0.30 -0.68 0.32
N 2.6103 0.7615 2.2161 0.81 -1.31 0.91
H -2.1601 2.4912 -3.9723 0.00 -0.06 -0.05
H -1.9193 0.7570 -3.7146 -0.03 -0.02 -0.12
H -3.2673 1.6103 -2.9285 -0.05 -0.03 -0.03
H -1.4847 4.2043 -1.8728 -0.04 0.17 -0.07
H 0.1518 3.7456 0.2172 0.13 0.06 0.17
H 3.7677 0.2675 -0.0473 0.06 0.20 0.24
H 4.0873 -1.6786 -1.9209 0.21 -0.09 -0.08
H 2.2907 -3.1025 -3.3791 -0.09 -0.06 -0.02
H 0.8496 -3.4338 -2.4080 0.04 -0.08 -0.05
H 0.8113 -2.1868 -3.6746 0.05 -0.04 -0.05
H 0.2798 0.5421 3.3681 0.18 0.17 0.01
H -1.1198 -1.7171 3.9209 0.02 -0.13 0.23
H -2.0396 -3.6934 2.3592 -0.04 -0.09 -0.07
H -2.6638 -3.0368 0.8375 -0.13 -0.03 0.02
H -1.1096 -3.8655 0.8600 0.00 -0.11 0.05
H 1.8282 3.6906 1.1380 -0.04 0.23 -0.08
H 3.7193 3.7098 3.0726 0.11 0.29 0.03
H 4.9299 1.7237 4.4206 0.05 -0.03 0.08
H 3.9058 0.2815 4.6229 0.01 0.12 0.11
H 5.1202 0.2987 3.3800 0.08 0.12 0.01
N -4.6152 -1.3504 -1.9979 0.42 -0.17 -0.30
C -4.8151 -0.7162 -0.8112 0.35 0.31 0.64
C -3.5772 -0.4964 -0.2857 -0.51 0.26 0.37
N -2.6333 -0.9889 -1.1476 -0.76 -0.27 -0.41
C -3.3003 -1.5038 -2.1741 -0.13 -0.34 -0.40
H -5.3348 -1.6468 -2.6408 0.01 -0.08 -0.04
H -5.7870 -0.4786 -0.4277 -0.16 0.03 0.02
H -3.3149 -0.0429 0.6495 0.06 0.14 0.12
H -2.8619 -2.0219 -3.0069 0.00 0.02 -0.22
```
Forces are in eV/Å.

As for the LUMO energy (spin up / spin down): -9.1 / -9.1 eV. Its orbital gap (spin up / spin down) is 4.94 / 4.89 eV. The total charge is +2. Its HOMO energy (spin up / spin down) is -0.516 / -0.516 Ha. Its expectation value of S² is 2.039. As for the multiplicity: 3.

---

Entry from the Open Molecules 2025 dataset: a cluster of 2 separate species, C7H10BrNO in total (the ωB97M-V functional and the def2-TZVPD basis).

The geometry in XYZ format:
```
20
Properties=species:S:1:pos:R:3:forces:R:3
C -0.2368 1.8201 1.3104 0.71 -0.62 3.06
C -0.1431 2.1107 -0.0173 -0.13 -0.24 -2.47
C 1.9770 0.8917 1.0160 -1.27 -2.27 4.62
C 0.8025 1.0186 1.7794 -0.42 1.22 0.10
C 0.9652 1.6338 -0.7278 0.46 1.42 -2.48
C -0.3539 -2.3802 -0.1531 -2.23 2.19 0.83
C -1.5937 -1.5474 -0.8657 2.43 -0.75 1.64
N 2.0633 1.1546 -0.2287 1.42 0.85 -4.64
O -1.0699 -0.2688 -1.2539 -0.54 -0.06 -0.01
Br 1.1485 1.8308 -2.7070 -0.74 -0.10 1.57
H -1.0636 2.1715 1.8660 -0.60 -0.04 0.64
H -1.0853 2.3051 -0.4347 -0.70 0.63 -1.49
H 2.7118 0.2925 1.4727 1.40 -0.36 0.47
H 0.7927 0.5828 2.7484 -0.06 -0.33 0.70
H -0.3172 -0.3629 -1.8715 -0.69 -0.29 0.41
H 0.3254 -1.5967 0.2735 -0.46 -0.93 -0.26
H -0.7355 -3.0507 0.6225 0.11 0.24 0.11
H 0.1262 -3.0000 -0.8617 0.70 -0.37 -0.93
H -2.5400 -1.4757 -0.2432 1.47 0.37 -0.67
H -1.7735 -2.1299 -1.7242 -0.86 -0.55 -1.22
```
Forces are in eV/Å.

As for the LUMO energy (spin up / spin down): 0.4 / -3.4 eV. The energy relative to the best compared isomer or geometry (same formula, charge and spin) comes out at 154.0 kJ/mol. Its orbital gap (spin up / spin down) is 5.42 / 6.44 eV. Its HOMO energy (spin up / spin down) is -0.183 / -0.361 Ha. Its expectation value of S² is 2.007. As for the multiplicity: 3.

---

Entry from the Open Molecules 2025 dataset: a structure of composition H26NeO13 (the ωB97M-V functional and the def2-TZVPD basis).

The geometry in XYZ format:
```
40
Properties=species:S:1:pos:R:3:forces:R:3
Ne -0.3450 0.0941 -0.3857 0.00 -0.12 -0.01
O -0.9974 2.1611 1.7072 -0.05 -0.01 -0.37
H -0.1497 2.3551 2.1072 0.64 -0.01 0.38
H -1.4065 3.0177 1.5844 -0.22 0.37 -0.12
O -0.9227 -1.7375 -3.1593 -0.77 0.19 -0.05
H -0.1177 -1.6513 -2.6486 0.70 -0.19 0.25
H -0.6648 -1.5129 -4.0534 0.08 -0.07 -0.26
O 2.1010 2.0034 2.0224 -0.35 1.19 -0.33
H 1.9121 1.0709 1.9180 -0.18 -1.01 0.43
H 2.9673 2.0288 2.4287 0.17 0.14 0.24
O 3.4133 2.3625 -0.4526 0.47 -0.11 -0.43
H 2.8523 2.0433 0.2542 -0.30 0.10 0.38
H 3.1052 3.2531 -0.6200 0.00 0.15 -0.11
O 1.0596 1.6571 -3.1987 0.41 -0.34 -0.41
H 0.6022 1.2871 -3.9538 -0.03 -0.03 -0.25
H 0.3609 1.9775 -2.6282 -0.31 0.23 0.61
O -1.2698 -1.7465 2.3336 0.86 -0.38 0.10
H -1.7262 -0.9121 2.2251 -0.38 0.53 0.14
H -1.7703 -2.3648 1.8012 -0.40 -0.34 -0.32
O -0.2223 2.8370 -1.0359 -0.15 0.30 -0.31
H 0.4221 3.5377 -0.9356 0.19 0.21 -0.10
H -0.2339 2.3982 -0.1853 -0.18 -0.34 0.38
O -3.2268 0.0145 -2.4480 -0.40 0.43 0.12
H -2.3908 -0.3393 -2.7515 0.51 -0.39 -0.11
H -3.6410 -0.7131 -1.9841 -0.11 -0.09 0.00
O -2.7340 0.6408 3.1682 -0.56 -0.55 0.08
H -2.3546 1.2821 2.5673 0.35 0.29 -0.17
H -2.0522 0.4934 3.8236 0.14 0.00 0.28
O 1.8184 -2.2055 -2.0308 -0.12 0.03 -0.60
H 2.2066 -1.3421 -2.1725 0.25 0.34 -0.13
H 1.4956 -2.1787 -1.1301 -0.20 -0.16 0.65
O -2.3559 -3.1343 0.0718 -0.04 -0.03 0.23
H -2.0297 -3.7546 -0.5801 0.20 -0.18 -0.17
H -2.9889 -2.5966 -0.4041 -0.14 0.18 -0.08
O 0.9812 -2.4902 0.6118 0.43 -0.02 -0.36
H 0.2241 -2.4096 1.1920 -1.02 0.24 0.42
H 1.5630 -3.1039 1.0602 0.25 -0.30 0.05
O 2.0613 -0.6366 2.3090 0.21 0.57 0.54
H 1.5114 -1.0390 1.6368 -0.30 -0.55 -0.48
H 2.9427 -0.6468 1.9358 0.37 -0.24 -0.10
```
Forces are in eV/Å.

As for the LUMO energy: 0.0 eV. The energy relative to the best compared isomer or geometry (same formula, charge and spin) comes out at 75.2 kJ/mol. Its orbital gap is 11.02 eV. Its HOMO energy is -0.404 Ha.

---

Entry from the Open Molecules 2025 dataset: a cluster of 2 separate species, CH3N4S in total (the ωB97M-V functional and the def2-TZVPD basis).

The geometry in XYZ format:
```
9
Properties=species:S:1:pos:R:3:forces:R:3
C -0.7471 -0.5524 0.2830 -1.33 0.71 1.19
N 0.6223 1.1708 0.2277 1.52 -0.61 -0.69
N 0.5213 -1.1056 -0.0850 0.64 1.42 0.35
N -0.6278 0.9024 0.1645 -0.60 0.27 -0.57
N 1.3453 -0.0448 -0.0413 -4.91 -0.95 0.73
S 2.9190 -0.1830 -0.2397 2.53 0.27 -0.23
H -1.6095 -0.9564 -0.2692 0.56 0.10 0.08
H -1.0931 -0.5697 1.4337 1.13 -0.80 -1.56
H -1.3304 1.3388 -1.4735 0.46 -0.41 0.69
```
Forces are in eV/Å.

As for the LUMO energy (spin up / spin down): 3.7 / 3.9 eV. The energy relative to the best compared isomer or geometry (same formula, charge and spin) comes out at 475.8 kJ/mol. Its orbital gap (spin up / spin down) is 6.26 / 7.73 eV. The total charge is -1. Its HOMO energy (spin up / spin down) is -0.095 / -0.141 Ha.

---

Entry from the Open Molecules 2025 dataset: an isolated molecule of C5H10N2S2 (the ωB97M-V functional and the def2-TZVPD basis).

The geometry in XYZ format:
```
19
Properties=species:S:1:pos:R:3:forces:R:3
N 0.4042 -1.2578 1.6454 1.22 -0.21 -0.02
N 0.0648 -1.1003 0.3141 -2.42 -0.90 -1.06
C -1.3982 -0.7661 0.1073 -0.97 1.12 1.54
C -1.5865 0.5083 -0.7524 0.82 -0.96 -2.28
C -0.5004 1.5586 -0.4463 -1.30 0.79 0.42
C 0.8764 1.0299 -0.2455 -0.70 -0.20 1.36
S 1.8345 1.7634 0.8224 0.79 0.43 0.09
C 1.0164 -0.4235 -0.5548 -0.57 -0.39 -2.03
S 2.6982 -1.0414 -0.6667 0.93 -0.49 0.60
H 1.0137 -2.1225 1.6794 -0.51 1.73 0.30
H 0.9160 -0.3699 1.7902 0.37 -0.88 1.38
H -1.8955 -0.5667 1.1270 1.27 -0.24 -1.16
H -2.0501 -1.5721 -0.2819 0.93 -0.03 -0.15
H -2.5232 1.0634 -0.7045 -0.31 -0.61 0.52
H -1.5797 0.1566 -1.8866 0.40 0.89 2.06
H -0.5413 2.2406 -1.2847 0.33 0.44 -0.30
H -0.7814 2.1996 0.4635 0.35 -1.02 -1.23
H 0.6125 -0.6943 -1.5861 0.74 0.66 0.93
H 3.4196 -0.6060 0.4603 -1.36 -0.11 -0.97
```
Forces are in eV/Å.

The SMILES is NN1CCCC(=S)[C@H]1S. As for the LUMO energy: -0.3 eV. The energy relative to the best compared isomer or geometry (same formula, charge and spin) comes out at 256.7 kJ/mol. Its orbital gap is 8.20 eV. Its HOMO energy is -0.313 Ha.

---

Entry from the Open Molecules 2025 dataset: an isolated molecule of C5H10O2 (the ωB97M-V functional and the def2-TZVPD basis).

The geometry in XYZ format:
```
17
Properties=species:S:1:pos:R:3:forces:R:3
C 1.9431 1.1513 0.7289 0.15 0.03 0.01
C 0.6649 0.8199 0.0447 0.06 0.24 0.35
O 0.7966 -0.6051 -0.7642 -0.35 -0.14 -0.01
C -0.4060 0.1501 0.8707 -0.20 0.13 0.05
C -0.8172 -0.6821 -0.3178 0.19 0.11 -0.16
C -1.5781 -0.0140 -1.4381 0.19 -0.04 -0.04
O -1.2336 -1.9563 -0.1573 0.30 -0.08 0.16
H 2.3619 0.4004 1.4374 -0.14 -0.05 -0.13
H 2.7273 1.4377 0.0192 -0.10 -0.06 0.12
H 1.7119 2.0510 1.3167 0.12 -0.15 -0.03
H 1.3254 -1.2169 -0.1949 -0.51 0.12 -0.23
H -0.0744 -0.5674 1.6703 0.12 0.25 -0.09
H -1.1645 0.8172 1.2863 -0.07 -0.14 -0.06
H -2.6575 -0.1675 -1.3087 0.31 -0.06 0.15
H -1.3329 1.0477 -1.4385 -0.01 -0.17 -0.06
H -1.2815 -0.4567 -2.3899 -0.04 0.02 0.04
H -0.9359 -2.2784 0.7058 -0.04 0.00 -0.07
```
Forces are in eV/Å.

As for the LUMO energy: 0.6 eV. The energy relative to the best compared isomer or geometry (same formula, charge and spin) comes out at 483.3 kJ/mol. Its orbital gap is 7.39 eV. Its HOMO energy is -0.251 Ha.

---

Entry from the Open Molecules 2025 dataset: a cluster of 2 separate species, C3H7O2S in total (the ωB97M-V functional and the def2-TZVPD basis).

The geometry in XYZ format:
```
13
Properties=species:S:1:pos:R:3:forces:R:3
O -0.1914 -2.4855 3.0393 -0.38 1.14 0.22
C -0.0771 -1.9285 1.9578 0.44 -2.77 -0.03
C -1.1442 -1.2284 1.1956 -0.56 1.22 1.27
C -0.7171 -0.2590 0.0656 0.41 -1.49 0.16
S -1.6759 -0.5066 -1.4828 0.25 0.45 0.46
H 0.7971 -2.3597 1.4070 0.08 1.12 -0.47
H -1.7360 -0.6715 1.9381 0.02 -0.07 0.00
H -1.8238 -2.0631 0.9744 0.19 0.17 -0.82
H 0.3382 -0.5293 -0.0884 0.02 0.19 -0.40
H -0.6633 0.7398 0.5196 -0.43 0.05 -0.40
H 2.5350 3.0876 -2.8662 0.00 0.09 0.13
H 1.8494 4.1590 -3.6773 0.04 0.07 0.13
O 2.5090 4.0452 -2.9827 -0.06 -0.17 -0.24
```
Forces are in eV/Å.

As for the LUMO energy: 3.3 eV. The energy relative to the best compared isomer or geometry (same formula, charge and spin) comes out at 174.0 kJ/mol. Its orbital gap is 5.93 eV. The total charge is -1. Its HOMO energy is -0.098 Ha.

---

Entry from the Open Molecules 2025 dataset: a cluster of 3 separate species, C25H48N5O4P in total (the ωB97M-V functional and the def2-TZVPD basis).

The geometry in XYZ format:
```
83
Properties=species:S:1:pos:R:3:forces:R:3
C 0.5221 0.5589 2.0516 0.40 0.22 0.72
C -0.1929 -0.8758 2.3983 -0.88 0.49 0.32
C -1.4852 -0.5458 3.3984 0.32 0.16 -0.38
C -0.7557 -1.6760 1.0424 0.02 -0.76 1.37
C 0.4786 -2.2311 0.1159 -0.59 0.37 -0.42
C 0.4878 -1.6860 -1.4302 -0.18 1.84 -3.59
C -0.2941 -0.3671 -2.0108 2.01 -2.74 -0.42
C -0.2141 0.1299 -3.6012 0.20 -0.43 -0.09
N -1.0104 1.3450 -3.9836 3.20 -2.69 -4.86
C -0.8850 1.6788 -5.4431 1.85 -2.92 1.84
C 0.0607 0.8283 -6.4587 0.15 -1.15 1.88
N 0.8800 -0.3877 -6.1253 -4.57 4.38 4.02
C 0.6814 -0.7058 -4.6705 0.42 -0.86 1.09
C 1.4716 -2.0570 -4.0922 -1.35 0.69 3.03
C 1.3941 -2.5518 -2.5242 -1.60 3.28 -3.80
P 2.3625 -4.1599 -2.0542 0.82 1.30 2.73
N 3.3185 -3.9354 -0.7272 -2.11 -1.48 -1.09
H 0.7315 0.7464 0.9144 -0.57 -0.42 2.08
H -0.1693 1.4015 2.5002 1.45 -1.48 -1.20
H 1.5723 0.6639 2.6026 -2.35 -0.25 -1.13
H 0.5478 -1.5334 3.0364 -1.53 1.14 -1.75
H -1.1484 -0.2129 4.4768 -0.45 -0.67 -2.19
H -2.1334 -1.5147 3.5181 1.01 1.98 -0.28
H -2.0935 0.3724 2.9381 1.05 -2.22 0.97
H -1.3125 -2.6382 1.4771 1.10 2.07 -1.02
H -1.5732 -1.0689 0.4647 1.73 -0.97 1.06
H 1.4841 -1.9304 0.6583 -1.93 -0.85 -1.43
H 0.3725 -3.4107 0.0580 0.52 2.52 0.09
H -0.9671 0.2427 -1.2364 1.67 -1.36 -2.13
H -1.4928 2.5964 -5.8806 1.42 -2.16 1.24
H 0.0937 1.1955 -7.5941 0.02 -1.01 2.82
H 2.1168 -2.6946 -4.8652 -1.58 1.64 1.84
H 3.2070 -4.5841 -3.1753 -1.33 0.56 0.36
H 1.3286 -5.1678 -1.7815 0.75 0.75 -0.86
H 2.9531 -4.6141 0.0039 0.62 1.12 -1.01
C -4.7024 1.8324 -1.0166 0.07 0.42 0.10
O -4.0553 3.0131 -1.4731 -0.19 -0.48 -0.14
C -3.4595 2.8519 -2.7665 0.04 0.71 -0.12
C -4.1536 3.7729 -3.7811 -0.28 -0.60 0.48
N -5.5152 3.3083 -4.0648 0.16 0.24 -0.01
C -6.3085 4.2672 -4.8405 -0.20 -0.12 0.38
C -6.6686 5.5973 -4.1497 -0.41 -0.15 -0.39
O -7.5536 5.4450 -3.0383 0.63 0.16 -0.16
C -6.9007 5.2144 -1.7968 -0.53 0.01 0.07
H -5.0625 2.0121 0.0000 0.09 0.07 -0.13
H -5.5615 1.5945 -1.6498 0.01 -0.22 -0.02
H -4.0043 0.9906 -0.9959 -0.08 -0.08 -0.05
H -3.4702 1.8065 -3.1018 -0.14 0.22 0.12
H -2.4118 3.1577 -2.6724 -0.14 -0.11 -0.07
H -3.5750 3.7858 -4.7111 -0.07 0.00 0.01
H -4.1641 4.7851 -3.3640 0.26 0.10 0.02
H -5.9956 3.1326 -3.1831 0.19 0.03 -0.27
H -7.2442 3.7593 -5.1009 0.04 0.17 0.00
H -5.7936 4.4784 -5.7863 0.04 0.03 0.14
H -7.2147 6.2032 -4.8823 0.00 -0.07 0.08
H -5.7849 6.1841 -3.8759 0.03 -0.13 0.18
H -5.9267 5.7057 -1.7368 0.04 -0.10 -0.08
H -6.8017 4.1426 -1.6185 0.25 -0.02 0.13
H -7.5375 5.6171 -1.0016 0.05 0.00 -0.18
C 6.0855 -3.7912 6.6121 -0.15 0.33 0.09
O 6.1733 -2.4199 6.2476 0.22 -0.48 -0.20
C 7.0669 -2.1960 5.1497 -0.29 0.62 -0.18
C 6.2856 -1.6648 3.9387 -0.01 -0.68 0.35
N 5.4312 -2.7103 3.3665 0.04 0.31 0.14
C 4.4901 -2.2080 2.3603 -0.23 -0.25 0.28
C 3.3789 -1.2604 2.8537 0.06 -0.40 -0.57
O 2.4368 -1.8868 3.7265 0.67 0.39 0.17
C 2.7961 -1.8481 5.1012 -0.45 -0.27 -0.01
H 5.4489 -3.8687 7.4975 0.09 0.12 -0.11
H 5.6303 -4.3754 5.8077 0.11 -0.17 -0.01
H 7.0737 -4.1918 6.8566 -0.03 -0.09 -0.05
H 7.6424 -3.0949 4.8921 -0.27 0.04 0.03
H 7.7794 -1.4293 5.4732 -0.02 -0.04 -0.05
H 6.9927 -1.3188 3.1769 -0.08 -0.04 0.02
H 5.6884 -0.8102 4.2725 0.17 0.22 0.10
H 4.8970 -3.1483 4.1160 0.21 0.13 -0.22
H 4.0096 -3.0874 1.9163 0.00 0.23 -0.07
H 5.0518 -1.7185 1.5547 -0.07 -0.02 0.13
H 2.8053 -0.9502 1.9723 0.10 -0.09 0.10
H 3.7743 -0.3380 3.2929 0.01 -0.08 0.20
H 3.3655 -0.9527 5.3616 0.09 -0.07 -0.08
H 3.3519 -2.7479 5.3692 0.18 0.11 0.18
H 1.8728 -1.8508 5.6907 0.07 0.04 -0.14
```
Forces are in eV/Å.

The SMILES is CC(C)CCc1cc2nccnc2cc1[PH2]=N.COCCNCCOC.COCCNCCOC. As for the LUMO energy: -1.5 eV. Its orbital gap is 7.05 eV. Its HOMO energy is -0.313 Ha.